# 1
The following is a quantum chemistry calculation of a 16-piece molecular cluster, C42H112N6O25 overall in a non-equilibrium geometry, from the OMol25 dataset.

Cartesian coordinates (Å):
O: -2.4144 0.4301 12.8101
H: -2.7593 1.2843 12.3138
H: -3.1094 -0.0297 13.3100
H: -1.9193 -0.2467 12.1765
O: -4.7819 8.4716 9.8108
H: -4.2998 8.4433 8.9070
H: -4.2499 8.8597 10.5828
H: -5.3610 7.6378 10.0414
C: -4.6769 4.2525 11.0024
C: -3.9856 3.3436 11.7909
C: -3.7199 3.6580 13.2257
O: -3.1785 2.8095 13.9535
C: -4.1595 4.8669 13.7386
C: -4.8977 5.8036 13.0028
C: -5.1761 5.4719 11.4927
O: -5.7806 6.3156 10.8038
O: -5.3429 6.8649 13.4836
O: -3.6257 2.2275 11.3107
H: -4.8804 4.0430 9.9601
H: -3.9986 5.0721 14.7897
O: -6.3970 1.8239 10.0651
H: -6.4768 1.6427 11.0113
H: -5.4644 1.6422 9.8661
O: -2.0705 0.3155 16.1574
H: -2.7070 0.8119 15.6198
H: -1.7030 0.9734 16.7594
O: -7.6981 4.3447 9.4171
H: -7.2065 5.0933 9.7875
H: -7.1925 3.5655 9.7037
O: -5.0679 2.2631 16.2291
H: -4.3959 2.5298 15.5744
H: -5.9129 2.4508 15.8012
O: -6.6175 9.0692 14.8762
H: -6.2400 8.2068 14.6109
H: -6.0954 9.7508 14.4004
O: -0.0777 5.5111 14.3539
H: -0.2007 5.7074 13.3836
H: -0.8171 4.9270 14.5934
O: -7.0758 8.4994 11.9584
H: -6.6691 7.6173 12.0299
H: -7.1322 8.8132 12.8763
C: -4.8252 -2.2554 9.2997
O: -3.5004 -1.8692 9.1722
C: -3.2934 -0.5217 9.4943
C: -1.8397 -0.2488 9.7572
N: -1.2915 -1.0829 10.7989
C: 0.1932 -1.0506 10.7886
C: 0.7212 0.1556 11.4976
O: 0.4698 -0.0468 12.8536
C: 0.6185 1.1057 13.6291
H: -5.4385 -1.8223 8.5039
H: -5.2351 -1.9746 10.2750
H: -4.8911 -3.3378 9.2261
H: -3.8087 -0.1701 10.4071
H: -3.6947 0.1011 8.6806
H: -1.7578 0.8255 9.9625
H: -1.2460 -0.3052 8.8295
H: -1.4807 -2.0576 10.5821
H: 0.6041 -1.0823 9.7708
H: 0.4793 -1.9983 11.2463
H: 0.1294 1.0375 11.2017
H: 1.7818 0.3400 11.3037
H: 0.6321 0.8828 14.6921
H: -0.1087 1.8958 13.4109
H: 1.6213 1.5489 13.4793
C: -3.2770 11.5030 8.3996
O: -2.8577 10.1576 8.5030
C: -2.4447 9.6950 7.2409
C: -2.4605 8.1931 7.1330
N: -3.8420 7.7175 7.2832
C: -3.9135 6.2585 7.4067
C: -5.3464 5.7839 7.3444
O: -5.8094 5.9323 6.0381
C: -7.1953 5.8028 5.9568
H: -4.1464 11.5474 7.7388
H: -2.5024 12.1258 7.9373
H: -3.4654 11.8462 9.4079
H: -1.3949 10.0175 7.1415
H: -2.9907 10.1346 6.3976
H: -1.9175 7.7655 7.9816
H: -2.0009 7.8403 6.2058
H: -4.4532 7.9840 6.5151
H: -3.5067 5.9282 8.3704
H: -3.3454 5.7471 6.6215
H: -6.0206 6.3037 8.0334
H: -5.2939 4.7349 7.6778
H: -7.7091 6.5886 6.5312
H: -7.5329 4.8509 6.3807
H: -7.5409 5.9003 4.9316
C: -0.2154 5.2141 10.6371
O: -0.5611 6.0647 11.6982
C: -1.5217 7.0259 11.2794
C: -1.8605 7.9350 12.4366
N: -3.0039 8.8068 12.1617
C: -2.6981 10.1220 12.7367
C: -3.8018 11.1034 12.4770
O: -4.9782 10.7201 13.1343
C: -5.9671 11.7174 13.0748
H: 0.5621 4.5617 11.0390
H: 0.1564 5.7590 9.7651
H: -1.0616 4.5684 10.3784
H: -2.3697 6.6056 10.7341
H: -0.9476 7.6508 10.5681
H: -1.0107 8.5576 12.7160
H: -1.9784 7.2834 13.3129
H: -3.8141 8.4985 12.7135
H: -1.8013 10.5656 12.2874
H: -2.4603 10.0905 13.8092
H: -4.0205 11.1522 11.3983
H: -3.4521 12.1032 12.7757
H: -6.1051 12.0380 12.0310
H: -5.7125 12.5660 13.7095
H: -6.9339 11.2780 13.3129
C: -6.8077 5.0947 17.8389
O: -7.8075 5.5219 16.9693
C: -7.3784 5.5193 15.6303
C: -8.5841 5.7429 14.7776
N: -9.5187 4.6392 14.9532
C: -10.7582 4.9202 14.2323
C: -11.8919 4.0366 14.6733
O: -12.5185 4.5456 15.8259
C: -13.8979 4.2856 15.8712
H: -7.1550 5.1820 18.8694
H: -5.8734 5.6647 17.7487
H: -6.5592 4.0318 17.7088
H: -6.9121 4.5565 15.3795
H: -6.6078 6.2856 15.5174
H: -8.3076 5.8384 13.7203
H: -9.0099 6.7361 14.9993
H: -9.6641 4.5685 15.9571
H: -10.6022 4.8442 13.1469
H: -10.9859 6.0008 14.2858
H: -11.4878 3.0355 14.8646
H: -12.6114 3.9566 13.8493
H: -14.4341 5.1465 15.4481
H: -14.1682 4.2967 16.9287
H: -14.2094 3.3618 15.3874
C: -3.8614 7.9129 16.2419
O: -2.6980 8.2598 16.9793
C: -1.5460 7.8114 16.3381
C: -0.3514 8.0862 17.2166
N: -0.2105 9.5171 17.4302
C: 0.7193 9.8245 18.5208
C: 0.4792 11.2394 18.9882
O: -0.8655 11.3905 19.3441
C: -1.1620 12.6209 19.8965
H: -3.7489 8.1545 15.1793
H: -4.6709 8.4812 16.6883
H: -4.0224 6.8311 16.3465
H: -1.4134 8.3864 15.4108
H: -1.6784 6.7467 16.1263
H: 0.5024 7.5859 16.7567
H: -0.5761 7.5869 18.1789
H: -1.1236 9.8534 17.7329
H: 1.7548 9.6785 18.2121
H: 0.5233 9.1588 19.3843
H: 0.6755 11.9188 18.1428
H: 1.1359 11.5461 19.8110
H: -0.5301 12.8763 20.7581
H: -2.1987 12.5958 20.2395
H: -1.1398 13.4818 19.2077
C: -1.9539 2.9947 7.4943
O: -2.5011 3.4839 6.3306
C: -3.5004 2.6520 5.7771
C: -3.9986 3.3426 4.5411
N: -2.9103 3.4991 3.6128
C: -3.2857 4.0414 2.3379
C: -2.0894 4.1060 1.4215
O: -1.2773 5.2070 1.6902
C: -0.5154 5.6120 0.5808
H: -1.6246 1.9538 7.3759
H: -2.6922 2.9738 8.3132
H: -1.1111 3.6140 7.7822
H: -4.3340 2.5620 6.4819
H: -3.0009 1.7355 5.4460
H: -4.4830 4.2862 4.8461
H: -4.8113 2.7877 4.0625
H: -2.1157 3.9478 4.0448
H: -3.6932 5.0732 2.3745
H: -4.1261 3.4879 1.9140
H: -2.4703 4.1816 0.3861
H: -1.5323 3.1589 1.4326
H: 0.3431 6.2242 0.8318
H: -1.1203 6.1190 -0.1914
H: -0.1527 4.7156 0.0413

Its calculated total energy is -3876.71885 Ha. The calculation puts the relative energy (zero: lowest compared OMol25 entry of this formula, charge and spin) at 0.0 kcal per mole. The orbital gap comes out at 7.31 eV.

Results of the Löwdin charge analysis, in e, for atoms 1 through 2: atom 1 (O): 0.143, atom 2 (H): 0.101


# 2
The following is a quantum chemistry calculation of a 2-piece molecular cluster, C3H4Cl2S overall in a non-equilibrium geometry, from the OMol25 dataset.

Cartesian coordinates (Å):
C: 1.0243 0.8632 -0.0500
C: 1.4058 -0.4082 0.4789
C: -1.8017 0.0471 -0.5790
S: 1.3221 2.3479 -0.3757
Cl: -2.8111 0.6961 0.6616
Cl: -1.5310 -1.6551 -0.4653
H: 0.6731 -1.1829 0.2132
H: 1.4367 -0.3424 1.5701
H: 2.3916 -0.7078 0.1194
H: -2.1097 0.3421 -1.5732

Its calculated total energy is -1435.13544 Ha. The calculation puts the relative energy (zero: lowest compared OMol25 entry of this formula, charge and spin) at 77.3 kcal per mole. The orbital gap (alpha / beta) comes out at 6.56 / 8.62 eV.

Results of the natural (NBO) charge analysis, in e, for atoms 1 through 2: atom 1 (C): -0.110, atom 2 (C): -0.771


# 3
The following is a quantum chemistry calculation of a 23-piece molecular cluster, C3H51O23 overall in a non-equilibrium geometry, from the OMol25 dataset.

Cartesian coordinates (Å):
C: 11.4141 14.3210 1.8529
C: 12.3087 15.2739 0.9405
C: 12.8600 16.4162 1.7776
O: 13.4068 14.5700 0.4274
H: 11.2518 13.4026 1.2715
H: 10.5472 14.7768 2.2510
H: 12.0776 13.9513 2.6361
H: 11.6422 15.7332 0.1634
H: 11.9582 17.0435 2.0164
H: 13.4326 17.2326 1.3551
H: 13.3101 16.1016 2.6687
O: 11.9812 11.0397 0.3737
H: 12.3809 10.2454 -0.0398
H: 12.6487 11.3893 0.9967
O: 10.6480 12.8544 -1.3219
H: 11.1552 12.2294 -0.8247
H: 11.2806 13.1545 -1.9578
O: 13.7524 12.3330 1.8866
H: 13.5108 13.1577 1.3889
H: 13.5243 12.3088 2.8351
O: 9.1332 14.8530 -0.4534
H: 9.8584 14.2765 -0.6714
H: 8.7655 14.4872 0.3197
O: 12.9439 19.6328 0.5886
H: 12.8830 19.6664 1.5087
H: 13.8922 19.4447 0.5023
O: 13.8526 12.6968 -1.4420
H: 13.5158 13.2684 -0.7112
H: 14.5502 12.1778 -1.0604
O: 9.9440 11.2217 2.2103
H: 9.5388 10.3907 2.4488
H: 10.5941 11.2326 1.5358
O: 11.8872 17.9608 4.6192
H: 12.3337 18.5297 4.0466
H: 12.2759 17.1243 4.5623
O: 16.7679 13.6892 0.1690
H: 16.2198 13.9356 0.9019
H: 16.8695 12.7293 0.0585
O: 11.9760 15.1609 -2.8815
H: 12.0093 15.6343 -2.0854
H: 12.8589 15.1435 -3.2127
O: 15.0233 16.4627 -0.6690
H: 14.4582 15.7912 -0.2709
H: 14.9895 17.1755 -0.0719
O: 9.7499 17.3021 0.4398
H: 10.5725 17.3199 0.9098
H: 9.8439 16.5880 -0.1952
O: 12.3119 17.4651 -1.4115
H: 13.1440 17.8403 -1.7992
H: 12.2227 18.0066 -0.6307
O: 15.6485 17.2561 3.4008
H: 15.5911 16.3907 2.9927
H: 16.3891 17.1425 4.0471
O: 15.4568 14.7335 2.1402
H: 15.3780 14.1878 2.9387
H: 14.5739 14.8191 1.7320
O: 10.5043 13.9242 5.1662
H: 10.2216 13.4520 5.9533
H: 10.9802 13.1751 4.7619
O: 15.6427 18.5218 1.0115
H: 16.5203 18.6185 0.6926
H: 15.7597 18.1729 1.8975
O: 11.8336 11.7833 3.9345
H: 12.3999 10.9943 4.1476
H: 11.1497 11.4655 3.3079
O: 8.2863 14.5000 3.7798
H: 8.3637 13.8270 3.0727
H: 9.0516 14.2933 4.3945
O: 12.6272 15.5377 5.3045
H: 11.8800 14.9914 5.0398
H: 13.3549 15.0325 4.9307
O: 8.0733 13.1945 1.4032
H: 8.8982 12.7873 1.3579
H: 7.5702 12.5568 0.9077
O: 9.1375 17.0099 3.2224
H: 8.9619 17.4061 2.3452
H: 8.7719 16.1126 3.2519

Its calculated total energy is -1875.48499 Ha. The calculation puts the relative energy (zero: lowest compared OMol25 entry of this formula, charge and spin) at 25.2 kcal per mole. The orbital gap comes out at 7.34 eV. Its charge is -1.

Results of the Löwdin charge analysis, in e, for atoms 1 through 2: atom 1 (C): -0.009, atom 2 (C): -0.469